[1]
C14H32Cl12O5 | ωB97M-V/def2-TZVPD

Calculated values
net charge = -1
multiplicity = 2
HOMO level (spin up / spin down) = 0.0182 / -0.2782 hartree
M = 705.84 g/mol
orbital gap (spin up / spin down) = 1.6 / 9.6 eV
LUMO energy (spin up / spin down) = 0.0769 / 0.0747 hartree

Last column: Löwdin spin population.
Element x y z (Å)
C1 -0.28 2.18 -4.71  0.00
C2 -0.04 0.71 -4.65  0.01
C3 1.21 0.63 -3.75  0.02
O1 1.12 1.81 -2.92  0.00
C4 0.02 2.58 -3.28  0.00
H1 -1.31 2.45 -4.93  0.00
H2 0.30 2.64 -5.51  0.00
H3 0.25 0.26 -5.60  0.00
H4 -0.81 0.10 -4.19  0.00
H5 2.09 0.62 -4.39  0.00
H6 1.38 -0.33 -3.26  0.01
H7 0.31 3.63 -3.34  0.00
H8 -0.84 2.61 -2.60  0.00
C5 -3.11 -2.26 2.44  0.01
C6 -2.40 -0.93 2.35  0.01
O2 -3.28 0.15 1.90  0.00
O3 -3.87 -2.63 1.28  0.00
H9 -3.77 -2.27 3.31  0.00
H10 -2.46 -3.12 2.57  0.00
H11 -1.60 -0.96 1.61  0.00
H12 -1.82 -0.65 3.23  0.00
H13 -3.25 0.04 0.94  0.00
H14 -3.35 -3.25 0.75  0.00
C7 -1.28 -4.68 -0.57  0.02
C8 -1.21 -4.04 -2.01  0.02
O4 -2.28 -4.56 -2.77  0.01
O5 -2.46 -4.56 0.16  0.01
H15 -0.46 -4.25 0.01  0.01
H16 -1.02 -5.72 -0.71  0.01
H17 -0.29 -4.41 -2.46  0.01
H18 -1.19 -2.95 -2.02  0.00
H19 -3.13 -4.26 -2.43  0.00
H20 -3.10 -5.14 -0.26  0.00
C9 4.65 0.44 -2.09  0.05
Cl1 4.19 -0.33 -0.49  0.26
Cl2 4.04 2.07 -2.25  0.02
H21 5.73 0.41 -2.24  0.01
H22 4.23 -0.21 -2.87  0.01
C10 4.53 1.94 2.12  0.03
Cl3 5.41 2.48 3.54  0.04
Cl4 4.50 3.31 0.99  0.02
H23 4.93 1.00 1.74  0.02
H24 3.48 1.76 2.35  0.01
C11 0.67 3.42 4.04  0.01
Cl5 2.31 3.52 4.67  0.01
Cl6 0.57 3.75 2.28  0.00
H25 0.43 2.37 4.22  0.00
H26 0.04 4.17 4.53  0.00
C12 -3.50 3.92 0.51  0.00
Cl7 -2.14 2.90 -0.09  0.00
Cl8 -4.97 2.92 0.35  0.00
H27 -3.38 4.17 1.57  0.00
H28 -3.56 4.75 -0.18  0.00
C13 1.39 -1.87 4.39  0.04
Cl9 0.39 -3.13 3.66  0.08
Cl10 0.39 -0.55 4.99  0.02
H29 1.92 -2.40 5.18  0.01
H30 2.10 -1.56 3.63  0.03
C14 0.73 0.39 0.17  0.02
Cl11 0.65 -1.33 -0.39  0.07
Cl12 0.80 0.49 1.95  0.03
H31 1.59 0.86 -0.31  0.00
H32 -0.18 0.89 -0.18  0.00

=====

[2]
C6H10O | ωB97M-V/def2-TZVPD

Calculated values
structure (SMILES) = C=C(C)/C=C/CO
net charge = 0
multiplicity = 1
energy relative to the best compared isomer or geometry (same formula, charge and spin) = 33.2 kcal per mole
HOMO level = -0.3132 hartree
M = 98.14 g/mol
orbital gap = 9.1 eV
LUMO energy = 0.0222 hartree

Last column: Mulliken charge in e.
Element x y z (Å)
C1 -1.44 -0.68 -1.45  -1.09
C2 -1.29 0.07 -0.34  1.05
C3 -2.47 0.81 0.22  -1.21
C4 -0.04 0.10 0.42  -0.18
C5 1.10 -0.52 0.05  -0.20
C6 2.38 -0.36 0.81  -0.65
O1 3.52 -0.07 0.00  -0.52
H1 -2.36 -0.75 -2.02  0.32
H2 -0.62 -1.21 -1.89  0.23
H3 -2.11 1.59 0.90  0.33
H4 -3.38 0.34 0.58  0.31
H5 -2.83 1.40 -0.64  0.31
H6 -0.02 0.66 1.34  0.24
H7 1.17 -1.31 -0.69  0.17
H8 2.55 -1.31 1.31  0.27
H9 2.28 0.41 1.58  0.32
H10 3.53 0.86 -0.19  0.30